[1]
ORCA calculation (the ωB97M-V functional and the def2-TZVPD basis) on a molecular structure, C19H45MgN4O9S5 in a non-equilibrium geometry.

Each line ends with the Löwdin charge.
Element x y z (Å)
Mg -0.010 1.540 -1.867  0.414
N 0.597 0.017 0.604  -0.605
O 0.970 1.101 1.071  -0.018
O 0.185 0.054 -0.545  -0.075
O 0.606 -1.016 1.204  0.053
C 2.908 -0.287 4.012  -0.092
C 3.351 1.029 4.443  -0.259
N 3.662 2.124 4.814  0.112
H 1.924 -0.314 3.543  0.045
H 3.087 -0.978 4.835  0.093
H 3.545 -0.601 3.185  0.077
C -2.232 1.027 1.589  -0.063
C -3.688 1.150 1.650  -0.287
N -4.837 1.239 1.591  0.132
H -1.810 0.989 2.593  0.071
H -1.747 1.920 1.193  0.069
H -1.997 0.228 0.886  0.064
C 1.898 -3.649 2.834  -0.070
C 3.334 -3.838 2.608  -0.266
N 4.464 -3.918 2.365  0.124
H 1.702 -2.610 3.097  0.042
H 1.500 -4.206 3.683  0.085
H 1.261 -3.930 1.995  0.071
C 1.030 5.447 -1.365  -0.189
S -0.178 4.537 -0.249  1.003
O -0.248 3.102 -0.894  -0.608
C 0.872 4.392 1.252  -0.222
H 0.459 5.645 -2.272  0.056
H 1.908 4.813 -1.485  0.029
H 1.267 6.385 -0.863  0.059
H 1.101 5.387 1.633  0.061
H 1.802 3.848 1.083  0.059
H 0.266 3.984 2.061  0.057
C -0.380 -3.480 -1.177  -0.248
S -2.150 -4.053 -1.282  0.894
O -2.593 -3.423 -2.637  -0.617
C -2.892 -2.950 0.022  -0.220
H -0.351 -2.415 -1.406  -0.001
H 0.266 -3.951 -1.918  0.047
H 0.083 -3.625 -0.200  0.035
H -3.952 -2.846 -0.212  0.053
H -2.430 -1.969 -0.088  0.034
H -2.760 -3.431 0.991  0.043
C -4.092 0.061 -3.062  -0.180
S -3.468 1.299 -1.764  0.954
O -1.941 1.445 -1.834  -0.585
C -4.220 2.779 -2.570  -0.208
H -5.180 0.021 -3.006  0.060
H -3.832 -0.967 -2.809  0.028
H -3.638 0.337 -4.014  0.058
H -5.285 2.659 -2.771  0.068
H -3.594 3.033 -3.425  0.061
H -4.048 3.527 -1.796  0.046
C -0.578 -1.874 -4.986  -0.189
S 0.565 -1.134 -3.724  0.943
O 0.043 0.233 -3.296  -0.567
C 1.932 -0.816 -4.946  -0.200
H -1.444 -2.337 -4.514  0.031
H -0.052 -2.572 -5.638  0.064
H -0.889 -0.971 -5.510  0.056
H 2.162 -1.781 -5.397  0.055
H 2.786 -0.469 -4.364  0.034
H 1.548 -0.200 -5.759  0.068
C 4.268 2.181 -2.932  -0.209
S 3.108 2.173 -1.524  0.959
O 1.741 1.883 -2.139  -0.565
C 3.677 0.675 -0.686  -0.207
H 4.389 1.150 -3.263  0.051
H 5.270 2.528 -2.679  0.066
H 3.912 2.881 -3.688  0.066
H 4.761 0.791 -0.683  0.064
H 3.467 -0.250 -1.224  0.076
H 3.304 0.525 0.327  0.049
C -0.911 -0.832 4.634  -0.014
C -1.539 -2.254 4.568  -0.485
O -1.660 -2.890 3.578  0.077
C -1.929 -2.860 5.925  -0.017
H -0.077 -0.754 5.332  0.079
H -1.724 -0.142 4.861  0.084
H -0.506 -0.559 3.660  0.041
H -0.994 -3.001 6.468  0.085
H -2.513 -3.771 5.796  0.081
H -2.615 -2.218 6.478  0.081

## Properties
E ... -3837.7939 a.u.
HOMO level ... -11.074 eV
Max |F| ... 5.5 eV/A
Frontier orbital gap ... 8.891 eV
Total charge ... +1

---

[2]
ORCA calculation (the ωB97M-V functional and the def2-TZVPD basis) on 3 unconnected molecules or ions with the total composition C19H45N2O7 in a non-equilibrium geometry.

Each line ends with the Löwdin charge.
Element x y z (Å)
N -2.029 -0.512 -1.443  -0.041
C -0.792 -1.358 -1.647  -0.201
C -0.439 -2.387 -0.422  -0.323
O 0.285 -3.539 -1.033  -0.106
C -1.731 -2.946 0.417  -0.084
C -1.315 -3.413 1.950  -0.249
C -1.597 -2.376 3.190  -0.108
C -0.134 -1.584 3.216  -0.124
N 0.970 -2.583 2.817  0.014
C 0.238 -3.828 2.273  -0.088
H -2.073 -0.067 -0.501  0.068
H -2.909 -1.010 -1.701  0.080
H 0.131 -0.605 -1.729  0.118
H -0.839 -1.941 -2.675  0.146
H 0.295 -1.839 0.306  0.121
H 1.237 -3.441 -0.678  0.108
H -2.630 -2.193 0.503  0.116
H -2.151 -3.883 -0.185  0.148
H -1.920 -4.383 2.290  0.159
H -2.577 -1.736 3.194  0.141
H -1.537 -2.986 4.209  0.131
H -0.217 -0.665 2.468  0.150
H 0.101 -1.147 4.276  0.143
H 1.607 -2.720 3.640  0.186
H 1.626 -2.098 2.133  0.183
H 0.782 -4.421 1.403  0.158
H 0.193 -4.491 3.246  0.152
C -4.870 2.878 -1.747  -0.099
O -5.199 3.259 -0.419  -0.196
C -5.305 2.171 0.494  -0.182
C -4.470 2.388 1.764  -0.175
O -3.052 2.479 1.598  -0.144
C -2.544 3.591 0.850  -0.172
C -2.797 4.987 1.437  -0.183
O -4.182 5.318 1.455  -0.200
C -4.641 5.779 2.718  -0.107
H -5.782 2.820 -2.344  0.089
H -4.227 3.652 -2.170  0.088
H -4.328 1.929 -1.795  0.074
H -5.006 1.219 0.029  0.112
H -6.361 2.090 0.779  0.128
H -4.631 1.522 2.413  0.121
H -4.834 3.239 2.340  0.103
H -2.879 3.527 -0.187  0.104
H -1.462 3.444 0.810  0.121
H -2.300 5.727 0.801  0.127
H -2.349 5.041 2.441  0.122
H -4.093 5.346 3.555  0.084
H -5.695 5.479 2.820  0.092
H -4.597 6.871 2.752  0.089
C 4.427 -1.788 -4.828  -0.099
O 4.547 -0.765 -3.849  -0.197
C 3.327 -0.441 -3.189  -0.180
C 3.466 -0.458 -1.660  -0.175
O 3.788 -1.713 -1.054  -0.151
C 5.064 -2.287 -1.362  -0.168
C 6.301 -1.493 -0.919  -0.182
O 6.419 -0.253 -1.609  -0.198
C 6.607 0.862 -0.750  -0.107
H 4.330 -1.335 -5.816  0.090
H 5.343 -2.381 -4.808  0.088
H 3.587 -2.462 -4.638  0.086
H 2.513 -1.121 -3.482  0.117
H 3.050 0.572 -3.504  0.130
H 2.495 -0.174 -1.241  0.104
H 4.155 0.312 -1.313  0.103
H 5.113 -2.541 -2.423  0.106
H 5.086 -3.246 -0.839  0.123
H 7.196 -2.078 -1.158  0.129
H 6.265 -1.352 0.173  0.119
H 6.135 0.734 0.225  0.081
H 6.143 1.737 -1.231  0.093
H 7.675 1.067 -0.636  0.091

## Properties
E ... -1386.6066 a.u.
HOMO level ... -10.914 eV
Max |F| ... 3.4 eV/A
Frontier orbital gap ... 7.612 eV
Total charge ... +1

---

[3]
ORCA calculation (the ωB97M-V functional and the def2-TZVPD basis) on 5 unconnected molecules or ions with the total composition C19H45NO17S5 in a non-equilibrium geometry.

Each line ends with the Löwdin charge.
Element x y z (Å)
C 4.392 4.124 3.369  -0.025
C 4.731 2.697 2.882  -0.229
C 6.164 2.499 2.303  -0.452
O 7.098 3.150 2.538  0.147
N 6.110 1.407 1.409  0.105
C 4.725 0.994 1.090  -0.215
C 4.583 -0.393 1.766  -0.167
O 4.704 -0.292 3.162  -0.172
O 5.126 -1.507 3.677  -0.004
C 3.957 2.211 1.653  -0.261
C 2.413 2.225 1.647  -0.187
S 1.628 1.174 2.892  0.688
O 2.397 1.069 4.094  -0.320
O 1.207 -0.085 2.323  -0.371
H 3.634 4.609 2.730  0.072
H 5.280 4.769 3.357  0.082
H 3.944 4.075 4.369  0.083
H 4.665 2.038 3.758  0.134
H 6.731 0.651 1.673  0.138
H 4.506 0.867 0.019  0.154
H 5.401 -1.026 1.381  0.132
H 3.619 -0.831 1.438  0.120
H 4.368 -1.897 4.142  0.114
H 4.182 2.988 0.891  0.165
H 2.034 2.031 0.636  0.106
H 2.109 3.256 1.893  0.097
H 0.463 1.831 3.222  0.080
C -1.493 -1.462 2.870  -0.069
C -2.362 -0.240 3.073  -0.249
O -3.691 -0.416 2.542  -0.276
S -4.716 -1.342 3.347  0.569
C -6.164 -0.901 2.444  -0.118
O -4.827 -0.852 4.687  -0.270
O -4.414 -2.713 3.078  -0.275
H -1.862 -2.313 3.444  0.078
H -0.472 -1.264 3.183  0.053
H -1.490 -1.757 1.820  0.074
H -2.417 0.041 4.127  0.118
H -1.924 0.602 2.534  0.110
H -6.383 0.150 2.615  0.075
H -6.979 -1.521 2.813  0.078
H -5.994 -1.099 1.388  0.069
C -2.892 -2.101 -0.809  -0.063
C -2.962 -0.589 -0.873  -0.250
O -2.530 -0.079 -2.147  -0.275
S -3.510 -0.242 -3.409  0.580
C -2.633 0.820 -4.511  -0.122
O -4.774 0.352 -3.097  -0.271
O -3.413 -1.576 -3.906  -0.265
H -3.604 -2.559 -1.496  0.076
H -3.122 -2.454 0.198  0.073
H -1.900 -2.454 -1.091  0.071
H -3.967 -0.229 -0.643  0.113
H -2.288 -0.166 -0.128  0.113
H -2.671 1.835 -4.130  0.045
H -3.120 0.765 -5.482  0.081
H -1.606 0.470 -4.593  0.082
C 0.701 7.247 -2.698  -0.074
C -0.397 6.684 -1.815  -0.251
O -0.793 5.359 -2.217  -0.258
S 0.186 4.145 -1.884  0.577
C -0.929 2.842 -2.272  -0.127
O 0.446 4.132 -0.473  -0.285
O 1.253 4.132 -2.836  -0.267
H 1.628 6.685 -2.585  0.070
H 0.903 8.286 -2.437  0.083
H 0.414 7.193 -3.749  0.086
H -0.100 6.684 -0.764  0.115
H -1.287 7.306 -1.901  0.122
H -1.758 2.866 -1.570  0.085
H -0.386 1.903 -2.181  0.084
H -1.277 2.971 -3.291  0.055
C -1.727 -7.114 -4.443  -0.075
C -1.949 -7.110 -2.943  -0.253
O -0.711 -7.078 -2.209  -0.262
S 0.097 -5.702 -2.160  0.576
C 1.251 -6.167 -0.911  -0.121
O -0.763 -4.678 -1.651  -0.275
O 0.805 -5.532 -3.391  -0.272
H -1.284 -6.178 -4.781  0.070
H -2.674 -7.246 -4.968  0.082
H -1.047 -7.917 -4.728  0.085
H -2.588 -6.278 -2.639  0.115
H -2.453 -8.029 -2.648  0.121
H 0.717 -6.330 0.021  0.075
H 1.961 -5.349 -0.803  0.076
H 1.769 -7.069 -1.230  0.075

## Properties
E ... -4075.5363 a.u.
SMILES ... C[C@@H]1C(=O)N[C@@H](COO)[C@H]1C[SH](=O)=O.CCOS(C)(=O)=O.CCOS(C)(=O)=O.CCOS(C)(=O)=O.CCOS(C)(=O)=O
HOMO level ... -9.562 eV
Max |F| ... 4.2 eV/A
Frontier orbital gap ... 9.639 eV